A structure of composition C10H9AsN4O2PtS5 in a non-equilibrium geometry. Source: the Open Molecules 2025 dataset; level of theory: wB97M-V/def2-TZVPD.

XYZ file:
```
32
Properties=species:S:1:pos:R:3:forces:R:3:mulliken_charge:R:1
Pt 2.51875 0.43319 1.50409 -0.2 0.5 0.6 0.492
S 5.63505 3.35799 3.23679 -0.2 -0.2 0.4 -0.680
As 4.75015 2.59489 1.47229 1.4 1.1 0.1 0.498
S 4.85425 0.36859 1.37459 -1.3 0.3 0.1 -0.484
S 2.55105 2.80559 1.44999 0.2 -1.7 -0.1 -0.424
S 5.70035 3.51879 -0.17501 -0.2 -0.1 -0.5 -0.689
N -3.42925 1.36769 -3.75661 -0.1 0.0 -0.2 -0.612
C -2.84125 1.10249 -2.51301 0.0 -0.1 0.2 1.115
C -1.87985 1.96679 -1.99091 -0.1 -0.1 0.0 -0.701
C -1.35545 1.74519 -0.73101 0.0 0.0 0.0 -0.586
C -1.79135 0.65969 0.00639 0.3 -0.3 0.6 -0.203
C -2.72435 -0.21771 -0.50521 0.1 -0.1 0.0 -0.232
C -3.25415 0.00169 -1.76291 0.0 0.1 -0.1 -0.625
S -1.16575 0.43229 1.67379 -0.7 0.7 0.4 1.110
O -1.99075 -0.55931 2.33179 0.3 -0.1 -0.4 -0.718
O -1.19395 1.74529 2.26669 0.5 -0.2 -0.4 -0.723
N 0.36595 -0.05011 1.53459 0.2 0.4 0.3 -0.373
C 0.63805 -1.33561 1.28979 -0.2 -0.4 0.3 0.530
N 1.91545 -1.66681 1.64779 0.3 -0.3 -1.0 -0.481
C 2.34035 -2.89091 1.32699 -0.4 0.6 0.1 -0.108
C 1.50785 -3.79651 0.67589 0.2 -0.2 0.4 -0.676
C 0.20925 -3.39161 0.43729 -0.3 1.0 0.2 -0.099
N -0.24055 -2.16431 0.74119 0.0 -1.4 -0.6 -0.334
H -2.84895 1.92249 -4.36941 -0.1 -0.1 0.0 0.231
H -3.79275 0.54459 -4.21561 0.1 0.1 0.0 0.222
H -1.55545 2.81399 -2.58061 0.1 0.1 0.0 0.272
H -0.61165 2.40079 -0.30531 0.1 0.2 0.0 0.418
H -3.00515 -1.06181 0.10389 -0.1 -0.1 0.0 0.455
H -3.99475 -0.67171 -2.17541 -0.1 -0.1 0.0 0.240
H 3.35255 -3.14121 1.61659 0.1 0.1 -0.1 0.432
H 1.85735 -4.78471 0.41309 0.0 0.0 0.0 0.346
H -0.52095 -4.04971 -0.02241 0.1 -0.1 0.0 0.388
```
Forces are in eV/Å.

Its electronic energy is -138836.8656 eV. The calculation puts the relative energy (zero: lowest compared OMol25 entry of this formula, charge and spin) at 0.000 eV. The calculation puts the HOMO energy at -0.7 eV. The value obtained for the largest force on an atom is 0.0340 Eh/bohr. Its spin multiplicity is 1. As for the charge: -2. The orbital gap comes out at 4.829 eV. Its LUMO energy is 4.1 eV.

=====

The molecule C10H9BrNP in a non-equilibrium geometry. Source: the Open Molecules 2025 dataset; level of theory: wB97M-V/def2-TZVPD.

XYZ file:
```
22
Properties=species:S:1:pos:R:3:forces:R:3:mulliken_charge:R:1
P -0.49942 -3.28501 0.28228 0.8 -0.8 1.1 -0.207
N 0.10549 -1.80228 -0.17441 4.3 4.1 -2.5 0.124
C 1.49394 -1.47537 -0.74835 -3.0 -0.7 1.9 -0.093
C 2.27464 -0.54786 -0.77721 -0.4 -3.2 -0.5 -0.240
C 2.69731 0.76541 -0.52318 0.2 2.3 -3.4 -0.209
C 1.60975 1.13203 0.41091 -1.6 0.7 3.7 -0.423
C 0.13727 0.74538 0.15627 -1.8 0.0 0.3 0.592
C -0.76208 1.81404 0.35871 -0.5 0.3 -0.3 -1.136
C -2.16742 1.70007 0.26993 2.0 -2.9 -0.1 -0.849
C -2.78309 0.48394 0.04429 2.6 -1.5 -0.4 -0.304
Br -4.59405 0.30808 -0.18796 -1.2 0.0 -0.1 -0.157
C -1.95322 -0.65096 -0.12446 1.0 1.2 -0.5 -0.615
C -0.55714 -0.53536 -0.04694 0.5 0.5 0.6 1.146
H 0.66417 -3.56641 1.09650 -0.6 -0.5 -0.2 0.067
H 0.01285 -3.92071 -0.83160 0.1 -0.8 -0.5 0.068
H 3.62754 0.97158 -0.01289 0.5 -0.3 -0.4 0.303
H 2.60483 1.36641 -1.56621 0.5 -1.0 2.5 0.249
H 1.59453 2.27608 0.54861 0.2 -1.8 0.2 0.272
H 1.86586 0.55422 1.43886 -0.4 1.7 -2.0 0.255
H -0.38624 2.83723 0.59881 -0.1 -1.0 -0.3 0.185
H -2.82367 2.45447 0.34333 -1.7 3.2 0.5 0.558
H -2.16182 -1.62495 -0.55529 -1.3 0.3 0.4 0.415
```
Forces are in eV/Å.

As for the SMILES: PN1C#CCCc2ccc(Br)cc21. Its electronic energy is -91332.0167 eV. The calculation puts the relative energy (zero: lowest compared OMol25 entry of this formula, charge and spin) at 2.913 eV. The calculation puts the HOMO energy at -8.2 eV. The value obtained for the largest force on an atom is 0.1246 Eh/bohr. Its spin multiplicity is 1. The orbital gap comes out at 8.628 eV. Its LUMO energy is 0.4 eV.

=====

A structure of composition C10H9F9FeO3S in a non-equilibrium geometry. Source: the Open Molecules 2025 dataset; level of theory: wB97M-V/def2-TZVPD.

XYZ file:
```
33
Properties=species:S:1:pos:R:3:forces:R:3:mulliken_charge:R:1
O 5.81880 -1.57012 1.83144 -3.5 6.6 -7.4 -0.361
C 5.19511 -0.77675 0.93436 -0.6 -6.6 6.6 0.271
C 3.55403 -0.85975 0.74533 1.8 3.8 -3.5 -0.137
C 3.27137 0.12914 -0.34365 0.6 -1.6 1.7 0.027
C 1.78523 0.48562 -1.02023 1.0 -0.2 -0.5 -0.412
C 0.80852 1.31832 0.03302 -0.2 -0.8 0.4 -0.588
C -0.58476 0.39793 0.14668 1.4 0.6 0.8 -0.161
C -1.72143 1.37112 0.77193 0.3 1.2 -0.8 -1.073
C -3.17380 0.74073 1.11107 -0.8 2.7 2.7 0.801
F -4.28726 1.61616 0.57989 3.6 -3.3 1.3 -0.279
F -3.32301 0.89986 2.61245 0.4 -0.9 -4.3 -0.313
C -3.42444 -0.83689 0.83838 -2.0 -1.8 5.4 0.615
F -4.70610 -1.15680 1.58339 4.4 1.1 -2.6 -0.241
F -2.42485 -1.75833 1.50006 -2.9 3.5 -2.4 -0.255
S -3.70358 -1.39832 -0.90477 -3.9 -3.6 -3.9 1.132
F -5.35390 -0.82527 -0.81860 4.0 -0.8 -0.4 -0.288
F -4.32474 -2.91541 -0.29752 1.8 3.3 -1.2 -0.306
F -2.16680 -2.14362 -1.05073 -2.6 2.1 0.2 -0.294
F -3.22492 0.05788 -1.64115 -0.4 -2.7 1.8 -0.280
F -4.06744 -1.99564 -2.48523 1.0 1.5 3.3 -0.280
C 4.71856 0.80931 -0.82869 -4.9 2.1 -2.2 0.679
O 4.77219 1.70808 -1.82661 2.5 -6.4 6.0 -0.471
O 5.77872 0.21029 0.00248 -0.1 0.5 -2.4 -0.408
H 2.81342 -1.54684 1.34587 1.9 1.4 -1.2 0.423
H 1.90999 1.07430 -2.04829 0.0 -1.3 2.4 0.389
H 1.32481 -0.57696 -1.30307 1.0 2.3 0.8 0.364
H 1.32507 1.35124 1.08755 -1.1 0.1 -2.0 0.346
H 0.59025 2.42197 -0.31176 0.6 -2.3 0.5 0.375
H -0.77158 -0.00224 -0.93559 -0.1 0.7 2.3 0.343
H -0.29863 -0.45867 0.92733 -0.9 1.6 -2.0 0.220
H -1.27005 1.90151 1.74054 -1.3 -1.5 -1.9 0.376
H -1.88485 2.26385 -0.00383 0.1 -2.1 1.6 0.341
Fe 7.04610 0.06429 -1.97208 -1.0 0.8 1.0 1.448
```
Forces are in eV/Å.

Its electronic energy is -86303.3844 eV. The calculation puts the HOMO energy (alpha / beta) at -16.9 / -16.8 eV. The value obtained for the largest force on an atom is 0.2049 Eh/bohr. Its spin multiplicity is 5. As for the charge: +2. The orbital gap (alpha / beta) comes out at 4.329 / 2.663 eV. Its expectation value of S² is 6.0122. Its LUMO energy (alpha / beta) is -12.6 / -14.2 eV.

=====

The molecule C10H9IN4O in a non-equilibrium geometry. Source: the Open Molecules 2025 dataset; level of theory: wB97M-V/def2-TZVPD.

XYZ file:
```
25
Properties=species:S:1:pos:R:3:forces:R:3:mulliken_charge:R:1
C 1.96436 1.77194 1.97526 -0.7 3.0 -0.1 -0.733
O 1.24257 1.05375 1.05318 -2.3 -2.2 -2.7 -0.365
C 0.28848 1.56743 0.17355 -0.1 -0.1 -0.7 0.689
C 0.20332 2.94928 -0.08026 -0.1 0.3 0.2 -0.246
C -0.71339 3.62077 -0.91976 -0.8 -1.1 -0.5 -0.466
C -1.66074 2.81799 -1.63867 0.8 1.0 1.0 -0.566
I -3.30175 3.72410 -2.85783 1.6 -0.8 1.1 0.034
C -1.57786 1.43700 -1.45215 0.0 0.3 -0.7 0.023
C -0.61560 0.75263 -0.66727 -0.5 1.4 2.1 0.037
N -0.79830 -0.64376 -0.65035 1.2 -2.3 0.8 -0.327
N -0.52821 -1.26169 0.43630 1.1 1.8 -0.3 -0.188
C -0.17458 -2.60139 0.42139 -0.9 -4.4 -0.8 0.318
N 0.15078 -3.39550 1.46996 -0.2 -0.2 -0.7 -0.562
C 0.37338 -4.73083 0.99503 0.7 2.9 -1.0 -0.333
C 0.28359 -4.69029 -0.38936 -1.3 1.3 1.4 -0.198
N -0.20334 -3.44970 -0.72968 0.1 2.0 -0.4 -0.052
H 2.60786 1.10857 2.54923 -0.5 -0.1 0.2 0.236
H 2.62819 2.48231 1.43754 -0.1 -0.1 0.4 0.295
H 1.18909 2.38971 2.54160 1.4 -0.7 0.1 0.332
H 0.88904 3.57088 0.47370 0.1 0.2 0.0 0.328
H -0.69465 4.72443 -0.98622 0.0 -0.9 0.0 0.349
H -2.32550 0.86209 -1.98729 0.3 -0.4 0.2 0.363
H 0.82144 -5.56021 1.56458 -0.5 0.9 0.0 0.333
H 0.55144 -5.41687 -1.09926 -0.1 -0.7 -0.8 0.427
H -0.59961 -3.08263 -1.63321 1.0 -0.9 1.3 0.273
```
Forces are in eV/Å.

As for the SMILES: COc1ccc(I)cc1/N=N/c1ncc[nH]1. Its electronic energy is -26620.7898 eV. The calculation puts the HOMO energy at -8.2 eV. The value obtained for the largest force on an atom is 0.0893 Eh/bohr. Its spin multiplicity is 1. The orbital gap comes out at 7.205 eV. Its LUMO energy is -1.0 eV.

=====

The molecule C10H9N3S in a non-equilibrium geometry. Source: the Open Molecules 2025 dataset; level of theory: wB97M-V/def2-TZVPD.

XYZ file:
```
23
Properties=species:S:1:pos:R:3:forces:R:3:mulliken_charge:R:1
N -4.01759 0.24164 1.41171 0.7 1.4 -1.9 -0.478
C -2.82456 0.47738 0.67056 -3.3 -0.6 2.0 0.495
N -1.72785 0.11979 1.16538 2.4 -0.1 -0.3 -0.532
C -0.70581 0.42402 0.27714 -1.6 -0.2 -2.3 -0.099
C -1.10115 1.06449 -0.94693 1.6 -1.1 2.5 0.053
S -2.83329 1.26912 -0.85860 0.6 0.3 -0.5 -0.271
C -0.03396 1.46840 -1.99291 -1.7 1.0 1.2 -0.318
C 1.15390 0.60231 -1.84438 3.4 0.8 -0.5 -0.729
C 1.58191 -0.00432 -0.54918 0.9 -3.4 2.8 0.192
N 2.82696 -0.67600 -0.44275 -2.2 1.4 -1.1 -0.650
C 3.09172 -1.48818 0.60957 -1.0 1.6 -1.7 -0.223
C 2.20541 -1.56916 1.63114 0.1 -1.9 2.1 -0.431
C 0.93725 -1.00162 1.55335 0.2 0.1 0.8 -0.412
C 0.55237 -0.27978 0.45685 2.9 2.2 -2.1 0.679
H -4.81208 0.37976 0.82112 -0.7 -0.3 0.3 0.215
H -4.08143 -0.45117 2.13740 0.5 -0.1 -0.3 0.238
H 0.34865 2.46926 -1.77270 -0.7 0.4 -0.2 0.258
H -0.42618 1.43170 -3.02524 0.2 0.1 0.5 0.344
H 1.00186 -0.22777 -2.44420 -0.1 -2.0 -1.4 0.256
H 2.06500 1.12218 -2.29914 -1.1 -0.7 0.5 0.280
H 3.97630 -2.11289 0.60528 0.3 0.4 -0.2 0.379
H 2.58426 -2.23633 2.47081 -1.2 1.1 -0.8 0.257
H 0.23829 -1.02283 2.36573 -0.2 -0.4 0.4 0.498
```
Forces are in eV/Å.

As for the SMILES: Nc1nc2c(s1)CCc1ncccc1-2. Its electronic energy is -25820.7089 eV. The calculation puts the relative energy (zero: lowest compared OMol25 entry of this formula, charge and spin) at 0.531 eV. The calculation puts the HOMO energy at -7.7 eV. The value obtained for the largest force on an atom is 0.0880 Eh/bohr. Its spin multiplicity is 1. The orbital gap comes out at 8.263 eV. Its LUMO energy is 0.5 eV.

=====

The molecule C10H9NO in a non-equilibrium geometry. Source: the Open Molecules 2025 dataset; level of theory: wB97M-V/def2-TZVPD.

XYZ file:
```
21
Properties=species:S:1:pos:R:3:forces:R:3:mulliken_charge:R:1
C 1.43233 1.99358 -0.05432 3.5 4.3 2.3 -1.031
N 1.25413 0.62088 -0.46612 2.0 0.8 2.1 0.072
C 2.22420 -0.23299 0.07110 4.4 -3.8 -1.9 0.505
O 3.54388 -0.25249 0.37072 -6.9 2.5 -1.1 -0.618
C 1.78470 -1.67038 -0.16027 3.2 -1.5 2.7 -0.684
C 0.62958 -2.29893 -0.12563 -1.7 7.7 -2.4 -0.514
C -0.37775 -1.14428 -0.35765 -4.1 -6.6 2.6 0.647
C -1.79749 -1.52350 0.02344 -1.1 4.8 0.1 -0.792
C -2.71901 -0.39565 0.28631 1.6 -3.2 -1.8 -0.402
C -2.34336 0.96039 0.03054 -4.0 -2.5 2.0 -0.780
C -1.02610 1.15381 -0.04364 0.9 4.2 -3.5 -0.095
C -0.06320 0.13213 -0.38624 -0.7 4.3 1.1 0.650
H 2.47054 1.98002 0.59945 -2.4 0.1 -1.9 0.333
H 1.69598 2.92405 -0.90728 -1.3 -3.1 2.2 0.215
H 0.65538 2.37164 0.78971 2.0 -0.9 -2.4 0.420
H 2.67253 -2.19915 0.12127 0.6 -0.8 -0.5 0.405
H 0.16296 -3.18046 -0.22961 -0.4 -3.6 0.1 0.551
H -2.32945 -2.49379 0.13661 1.4 0.4 -0.2 0.257
H -3.75116 -0.68838 0.50441 0.3 0.3 0.0 0.318
H -3.30003 1.62833 0.09373 2.7 -0.4 -0.2 0.279
H -0.81864 2.31517 -0.29652 -0.1 -3.1 0.7 0.263
```
Forces are in eV/Å.

As for the SMILES: Cn1c(=O)ccc2ccccc21. Its electronic energy is -14047.8608 eV. The calculation puts the relative energy (zero: lowest compared OMol25 entry of this formula, charge and spin) at 5.838 eV. The calculation puts the HOMO energy at -8.9 eV. The value obtained for the largest force on an atom is 0.1611 Eh/bohr. Its spin multiplicity is 1. The orbital gap comes out at 9.045 eV. Its LUMO energy is 0.1 eV.